102
Properties=species:S:1:pos:R:3:forces:R:3 method="wB97M-V/def2-TZVPD" orbital_gap_ev=6.514 total_energy_ev=-173745.0738 smiles="CCSCc1c(P(O)Br)c(Cc2ccccc2)c2nc(C)c(C(F)(F)F)nc2c1S(C)(=O)=O.O=C1CCCO1.O=C1CCCO1.O=C1CCCO1.O=C1CCCO1" total_charge=0
C 3.419919 4.005107 4.005506 0.1 0.8 -0.7
C 3.559041 3.395786 2.491782 0.8 -0.3 1.3
S 3.679071 4.860000 1.362274 -0.5 -0.3 0.0
C 2.995896 4.504847 -0.326471 0.3 -1.0 -1.6
C 2.198446 3.129462 -0.480740 -0.2 -2.3 0.0
C 0.607744 3.194387 -0.638513 1.1 -5.5 0.9
P -0.311413 4.863841 -0.572333 -0.9 0.6 -1.3
O -1.983800 4.671447 -0.296191 2.6 -0.4 1.6
Br 0.348947 6.058029 1.286713 -0.4 -1.0 -0.3
C -0.123367 1.817001 -0.855580 1.8 1.3 0.1
C -1.724944 1.737932 -1.090192 0.0 -0.9 0.9
C -2.467250 1.514167 0.330466 -1.6 -0.5 3.5
C -4.039377 1.525066 0.437705 1.9 -0.7 2.5
C -4.774405 1.261609 1.795764 3.8 -0.2 0.1
C -3.952790 0.985933 3.084955 2.4 0.3 -2.4
C -2.391334 0.968438 3.036916 -2.3 0.8 -4.0
C -1.675876 1.235260 1.662276 -3.0 -0.2 0.5
C 0.666016 0.434134 -0.855548 0.1 1.1 0.0
N -0.154056 -0.740057 -1.019305 5.5 -0.9 0.7
C 0.622355 -1.925453 -0.954833 -0.1 0.7 0.1
C -0.184504 -3.318916 -1.094284 -0.8 1.4 0.3
C 2.152913 -1.947640 -0.739901 -0.3 1.7 0.1
C 2.871247 -3.390702 -0.675809 1.8 0.4 -0.4
F 2.472509 -4.167964 0.445345 0.7 1.5 -3.0
F 4.297311 -3.253949 -0.555545 -3.7 -0.4 -0.2
F 2.669757 -4.069557 -1.923010 0.2 1.1 3.3
N 2.990541 -0.813981 -0.605168 -5.5 -1.1 -0.4
C 2.201742 0.390056 -0.655717 0.1 1.4 0.0
C 2.989348 1.767650 -0.488630 -4.3 1.2 0.0
S 4.816109 1.608864 -0.274549 4.7 -1.1 -3.8
C 5.144404 0.565507 1.258438 -1.2 -0.4 0.8
O 5.365604 0.767866 -1.428115 -2.4 1.6 3.0
O 5.603377 2.881371 -0.257059 -2.7 -1.9 1.2
H 4.385651 3.791171 4.583879 -1.6 0.2 -0.7
H 3.325181 5.156854 3.926510 0.1 -1.9 0.2
H 2.477911 3.644515 4.537842 1.5 0.3 -0.7
H 4.596605 2.882529 2.485754 -1.9 0.6 -0.3
H 2.712259 2.666377 2.254329 1.2 1.1 0.2
H 3.866156 4.455431 -1.091429 -1.3 0.0 1.5
H 2.398324 5.437341 -0.642533 0.5 -1.7 0.7
H -2.073948 4.528296 0.684080 -0.4 -0.1 -1.1
H -2.014079 0.809342 -1.720101 0.9 1.4 1.0
H -2.129683 2.630652 -1.675318 0.8 -1.1 1.2
H -4.620501 1.700147 -0.543970 0.9 -0.3 1.9
H -5.913202 1.229127 1.901121 1.9 0.2 -0.5
H -4.424063 0.757660 4.117745 0.6 0.6 -2.3
H -1.750941 0.746408 3.952331 -1.1 0.4 -1.4
H -0.525227 1.170038 1.698923 -2.1 0.2 -0.4
H -1.281860 -3.072980 -0.817699 1.8 -0.3 -0.4
H 0.151770 -4.111621 -0.349840 -0.2 1.1 -1.3
H -0.219278 -3.684990 -2.183060 0.4 0.5 1.7
H 4.257685 0.762346 1.959672 1.5 -0.2 -0.8
H 5.106102 -0.559604 1.005327 0.2 2.0 -0.1
H 6.133100 0.851909 1.754558 -1.4 -0.1 -1.0
O -6.064673 1.532559 5.401505 0.5 -0.2 0.8
C -5.743062 0.823625 6.321148 -0.5 0.4 -0.9
C -6.549589 -0.320493 6.871919 -0.1 -0.1 0.5
C -5.878170 -0.569702 8.205505 -0.3 -0.4 0.5
C -4.456372 -0.132809 7.941279 0.4 -0.2 0.4
O -4.559455 0.927932 6.984739 -0.3 0.2 -0.3
H -6.455227 -1.178223 6.201542 -0.1 0.1 -0.1
H -7.595669 -0.040284 6.994344 0.1 -0.1 -0.4
H -5.954310 -1.602795 8.549053 0.1 0.1 0.0
H -6.328073 0.073387 8.968660 0.1 -0.1 -0.1
H -3.848561 -0.933731 7.509672 0.0 0.1 0.0
H -3.966802 0.234148 8.845121 0.1 0.1 -0.2
O -0.317260 -3.895332 -6.618147 0.6 0.7 0.1
C 0.796373 -3.478207 -6.429492 -0.9 -0.6 -0.4
C 1.960079 -4.282116 -5.916356 0.3 0.1 0.4
C 2.939177 -3.201140 -5.512384 0.5 -0.2 0.4
C 2.594357 -2.076729 -6.460010 0.4 0.4 0.0
O 1.187449 -2.201810 -6.696879 -0.3 -0.3 0.1
H 2.349674 -4.902654 -6.726900 -0.1 -0.1 0.1
H 1.667441 -4.898010 -5.065969 -0.1 -0.1 -0.3
H 3.983992 -3.510388 -5.573785 -0.1 0.1 0.0
H 2.739078 -2.891685 -4.481535 0.1 0.0 -0.1
H 3.118409 -2.163569 -7.416681 -0.1 0.0 0.0
H 2.808527 -1.097646 -6.027694 -0.2 0.0 -0.2
O -1.877362 3.547004 -3.698172 0.4 0.7 0.0
C -1.252589 4.305687 -4.396119 -0.7 -0.5 0.3
C -0.671843 3.980647 -5.744844 0.5 0.0 -0.1
C 0.300109 5.121183 -5.954942 0.5 0.0 -0.5
C -0.340386 6.243132 -5.172424 0.2 0.5 -0.2
O -1.011435 5.605805 -4.079355 -0.2 -0.6 0.1
H -1.472689 3.985211 -6.488102 0.0 -0.1 0.1
H -0.163750 3.016437 -5.731719 -0.4 -0.1 0.0
H 0.466387 5.368564 -7.004807 0.0 0.1 0.1
H 1.267757 4.865027 -5.511605 -0.1 0.1 -0.1
H -1.079784 6.792707 -5.762661 0.0 0.0 0.1
H 0.399635 6.947568 -4.788454 -0.2 0.0 0.2
O -2.466645 -5.534438 1.558778 0.8 -0.2 -0.5
C -1.521436 -6.258856 1.385975 -1.2 0.4 0.3
C -1.093416 -7.376868 2.296866 0.5 -0.1 0.2
C 0.314367 -7.657526 1.816263 0.4 -0.4 0.4
C 0.244810 -7.270006 0.357797 0.4 -0.2 -0.3
O -0.705921 -6.200309 0.296294 -0.3 0.1 0.3
H -1.754367 -8.233397 2.144496 -0.1 0.1 0.1
H -1.106750 -7.060436 3.339679 -0.4 -0.1 -0.1
H 0.634025 -8.689251 1.972649 0.0 0.1 -0.1
H 1.018290 -7.003241 2.340630 0.0 -0.1 -0.1
H -0.111116 -8.089453 -0.273788 0.0 0.1 0.0
H 1.209634 -6.926005 -0.019856 -0.2 0.1 -0.1

***

100
Properties=species:S:1:pos:R:3:forces:R:3 method="wB97M-V/def2-TZVPD" de_lowest_kj_mol=168.39 orbital_gap_ev="7.410 / 6.873" total_energy_ev=-97065.6271 multiplicity=3 total_charge=+2
W 0.142503 0.043348 -0.365991 0.9 0.7 0.7
C 4.491553 0.023849 -1.803213 -0.3 -1.4 0.5
N 4.470243 -0.223473 -0.316865 -0.3 1.0 -0.7
C 5.767414 -0.066227 0.341077 -0.1 -0.9 0.4
C 3.307529 -0.416691 0.315084 0.2 0.3 0.0
O 2.250461 -0.520443 -0.365814 -0.6 -0.4 0.0
C 3.350437 -0.556205 1.865550 -0.5 2.3 -0.4
O 2.092839 -0.468728 2.537505 0.9 0.0 -0.5
C 1.720713 0.763577 3.170435 1.8 -0.7 -0.3
C 1.270527 1.758332 2.099119 0.1 1.6 1.7
O 1.466368 1.485343 0.895859 -0.5 -0.5 0.2
N 0.810571 2.949980 2.495409 -0.6 -0.1 -1.6
C 0.599199 3.380128 3.892229 -0.6 -1.1 -0.1
C 0.467263 3.990199 1.438533 0.4 -0.5 1.1
H 5.242240 0.737764 -2.120307 0.3 0.1 0.5
H 3.531210 0.451962 -1.992050 -0.5 0.0 -0.7
H 4.661714 -0.926746 -2.379313 -0.3 0.8 0.6
H 6.432506 0.418080 -0.383149 0.0 -0.5 0.4
H 6.057160 -1.088109 0.638081 0.7 0.5 -0.2
H 5.746014 0.533153 1.253005 -0.2 0.1 -0.2
H 4.091248 0.202886 2.220419 -0.8 -0.4 0.0
H 3.796046 -1.488705 2.074294 0.3 -1.4 0.3
H 2.546797 1.132788 3.868176 -0.8 -0.1 -1.2
H 0.968878 0.435061 3.838301 -1.2 0.0 0.6
H -0.486927 3.383537 4.169119 0.9 0.1 -0.5
H 1.040755 4.351972 4.028352 0.1 0.4 0.0
H 1.098734 2.671682 4.553887 0.0 0.2 0.0
H 0.629400 3.669840 0.423043 0.4 -0.5 0.0
H 1.123269 4.810489 1.684373 0.0 0.5 -0.2
H -0.566635 4.297401 1.482007 -0.3 0.0 0.5
O -2.673484 2.938243 1.475268 0.2 0.1 0.4
C -2.770130 2.453841 2.753667 0.1 -1.1 -0.3
C -3.414239 3.216847 3.738124 0.3 -0.6 -0.1
C -3.728779 2.724133 5.012700 1.0 -0.3 -0.3
C -3.291444 1.420772 5.355983 -0.4 1.4 -1.9
C -2.654138 0.687524 4.343139 0.0 0.0 1.3
C -2.318306 1.137891 3.078044 -0.3 1.0 -0.9
C -1.543232 0.305844 2.093104 0.1 -1.2 -0.2
O -1.068103 0.885588 1.000849 0.1 1.0 0.3
N -1.309085 -0.957840 2.241805 -0.1 -0.3 0.8
N -0.439467 -1.518308 1.263933 0.4 0.3 0.0
C 0.021263 -2.687122 1.638155 -1.2 0.9 0.7
S 1.302528 -3.520562 0.856735 0.2 -0.1 -0.1
C 1.062032 -5.090077 1.778006 -0.3 1.8 0.6
C 0.671775 -4.703885 3.188899 -1.6 -0.1 -0.4
S -0.680923 -3.470428 3.038996 0.4 0.0 -0.1
H -2.167043 2.300223 0.920425 -0.3 0.4 0.6
H -3.620200 4.219024 3.456335 -0.5 0.7 -0.1
H -4.229361 3.394617 5.727638 0.3 -0.5 -0.4
H -3.490370 1.050414 6.337272 0.0 -0.5 0.3
H -2.365816 -0.294661 4.588545 0.4 -1.2 0.2
H 2.007949 -5.547104 1.740509 1.0 -1.0 -0.2
H 0.262150 -5.602709 1.304128 -0.4 -0.8 -0.5
H 1.416490 -4.206842 3.760041 1.0 0.1 0.4
H 0.246212 -5.548249 3.746592 0.3 0.2 -0.1
S -3.350435 2.046034 -2.543054 -0.4 0.4 -0.3
C -4.006355 0.648711 -1.771677 -1.1 0.2 0.2
C -5.351461 0.268293 -1.666209 0.6 0.6 0.0
C -5.669664 -0.769691 -0.827119 -1.4 -1.2 -0.6
C -4.642841 -1.521859 -0.256074 -0.3 -0.7 0.9
C -3.330611 -1.102193 -0.297494 0.2 -1.9 1.2
C -3.025152 -0.005802 -1.064136 0.5 -0.1 -0.1
N -1.770338 0.521203 -1.254678 0.8 1.1 -0.5
C -1.818213 1.675103 -1.935972 -0.8 -1.8 0.3
C -0.630646 2.395875 -2.146262 2.2 -0.5 1.0
C -0.537743 3.574365 -2.821143 0.5 1.9 -0.2
C 0.694013 4.202725 -2.913077 1.0 1.2 -0.8
C 1.825926 3.674342 -2.309364 0.6 -0.5 -1.3
C 1.734551 2.493344 -1.606088 -1.2 0.2 -0.1
C 0.521659 1.820644 -1.495270 -0.8 -0.3 -0.7
H -6.057855 0.825072 -2.238525 -0.7 0.2 -0.1
H -6.727084 -1.157756 -0.700935 1.4 0.8 -0.3
H -4.918594 -2.472236 0.241147 0.3 0.8 -0.1
H -2.571390 -1.683433 0.290286 -0.8 0.8 -0.9
H -1.366056 4.149071 -3.193815 -0.5 -0.3 -0.3
H 0.870434 5.132404 -3.506991 -0.7 -0.9 0.6
H 2.836551 4.008302 -2.595282 -0.7 0.5 0.6
H 2.587679 2.159985 -1.089750 0.9 -0.6 0.5
C 1.441314 -2.062269 -2.528332 0.8 0.2 0.3
N 1.359549 -2.901715 -3.680411 0.7 -0.4 0.6
C 1.030748 -2.101640 -4.796936 0.3 0.9 -2.5
N -0.327734 -1.497734 -4.680853 1.7 0.2 0.3
C -0.217210 -0.652458 -3.526994 -0.9 0.5 0.5
N 0.145172 -1.398880 -2.213902 -0.1 1.5 -0.3
C -0.851359 -2.440716 -2.038175 -2.7 -1.6 -0.7
N -0.965450 -3.344168 -3.253789 0.6 0.5 0.8
C 0.372308 -3.961471 -3.475353 -1.4 0.8 -0.6
C -1.317043 -2.541851 -4.450642 0.0 0.0 1.6
H 2.223131 -1.267175 -2.639179 -0.7 -0.9 0.1
H 1.597888 -2.713199 -1.694176 0.7 -0.1 0.7
H 1.108579 -2.652106 -5.737729 -0.3 -0.4 0.2
H 1.812540 -1.295658 -4.947429 -1.0 -0.6 0.5
H -1.149434 -0.116702 -3.422440 -0.4 -0.2 0.4
H 0.525136 0.130608 -3.597875 0.5 -0.1 -0.5
H -1.855299 -1.909511 -1.977092 1.3 -1.0 0.2
H -0.684527 -3.106471 -1.121930 0.0 1.1 -1.2
H 0.281860 -4.553491 -4.408133 0.4 0.0 0.8
H 0.570076 -4.521632 -2.566339 0.5 -0.4 -0.2
H -2.287673 -2.108594 -4.242735 -0.2 0.4 -0.1
H -1.455263 -3.188859 -5.294124 0.3 -0.3 -0.5

***

98
Properties=species:S:1:pos:R:3:forces:R:3 method="wB97M-V/def2-TZVPD" de_lowest_kj_mol=71.97 orbital_gap_ev="5.661 / 5.478" total_energy_ev=-140749.3125 multiplicity=4 total_charge=0
Cr 0.119327 -0.024224 0.334008 0.0 0.1 -0.3
C -0.420528 2.832585 4.830709 0.0 0.0 0.0
S 0.410148 3.632754 3.449838 0.0 0.1 0.2
C 0.466715 2.370275 2.251208 0.3 0.2 -0.2
S -0.387848 0.880242 2.486208 -0.5 -0.3 0.0
N 1.196666 2.674490 1.226393 0.0 -0.3 0.1
N 1.264814 1.649930 0.313795 -0.3 0.1 -0.5
C 2.102946 1.778705 -0.656590 0.2 -0.4 0.7
C 2.106613 0.712979 -1.655198 0.1 -0.1 0.1
C 3.021506 0.665548 -2.698807 -0.2 -0.1 -0.1
C 2.957025 -0.389028 -3.588016 0.0 0.0 0.1
C 1.985012 -1.366100 -3.413602 -0.1 0.0 0.2
C 1.110224 -1.250313 -2.346057 0.1 -0.1 -0.4
N 1.158173 -0.233765 -1.496455 -0.1 0.5 0.1
H -0.397675 3.568560 5.631194 0.0 0.0 0.1
H 0.118314 1.942847 5.148623 0.0 0.0 0.0
H -1.451964 2.583543 4.591597 0.0 0.0 0.0
H 2.756287 2.639307 -0.723516 -0.1 0.0 0.0
H 3.775548 1.432882 -2.780846 0.1 0.0 0.0
H 3.663417 -0.457879 -4.402588 0.0 0.0 0.0
H 1.908154 -2.210253 -4.081093 0.0 0.0 0.0
H 0.347696 -1.987149 -2.149428 -0.1 0.0 0.0
S 1.666773 -1.534295 1.099813 -0.2 -0.2 0.3
C 2.485441 -0.727069 2.438339 0.2 0.1 -0.7
C 2.054529 -0.947608 3.732216 -0.2 -0.1 0.1
C 2.638943 -0.308543 4.812490 0.2 0.1 -0.2
C 2.124883 -0.538365 6.121678 0.0 0.0 0.1
N 1.665735 -0.742108 7.156535 0.0 0.0 0.1
C 3.706788 0.575652 4.554237 -0.1 -0.1 -0.1
C 4.158907 0.767615 3.264418 0.1 0.1 0.0
C 3.584622 0.117915 2.150775 0.2 0.0 0.1
S 4.270979 0.331543 0.576670 0.0 0.1 0.1
C 4.334335 1.285869 5.629633 0.0 0.0 0.1
N 4.836471 1.854921 6.491971 0.0 0.1 0.0
H 1.217208 -1.612302 3.900316 0.0 0.0 0.0
H 4.992040 1.432684 3.085624 0.0 0.0 0.0
O -1.228161 -1.528436 -0.021826 0.2 0.1 0.1
P -2.061772 -2.713749 0.448387 -0.1 0.0 -0.3
C -3.661623 -2.744914 -0.477286 0.1 -0.1 0.0
C -4.086464 -1.317927 -0.873915 0.0 0.1 0.1
C -3.562808 -0.880815 -2.235553 0.0 0.0 0.0
C -4.001849 -1.850560 -3.319729 0.0 0.1 -0.1
C -3.443779 -3.232375 -3.026800 0.0 -0.1 0.1
C -3.884378 -3.728202 -1.650097 0.1 0.1 0.1
C -1.202732 -4.303536 0.257603 0.0 0.0 0.1
C -0.198315 -4.626072 1.380439 0.1 0.2 0.1
C 0.527958 -5.927328 1.044813 0.0 0.0 0.1
C 1.376637 -5.798987 -0.229459 0.1 0.0 -0.1
C 0.979532 -4.567248 -1.039708 0.1 0.1 0.1
C -0.534787 -4.425364 -1.130308 -0.1 0.0 -0.2
C -2.434498 -2.578030 2.220341 0.0 -0.1 0.1
C -3.089118 -3.807521 2.895532 0.0 -0.1 -0.1
C -4.618177 -3.814533 2.946841 0.1 0.0 0.0
C -5.159508 -2.500406 3.489419 0.0 0.0 0.0
C -4.668926 -1.345042 2.628298 0.0 0.0 0.0
C -3.144332 -1.277542 2.621678 0.0 0.1 0.0
H -4.332789 -3.075253 0.317526 0.0 0.0 0.0
H -3.773212 -0.606058 -0.110973 0.0 0.1 0.0
H -5.180878 -1.291260 -0.902285 0.0 0.0 0.0
H -2.471758 -0.836352 -2.202165 0.1 0.0 0.0
H -3.917266 0.127701 -2.452049 0.0 0.1 0.0
H -3.667347 -1.506721 -4.300433 0.0 0.0 0.0
H -5.094577 -1.893162 -3.352431 -0.1 0.0 0.0
H -2.358190 -3.185870 -3.092736 0.2 0.0 0.0
H -3.769096 -3.951233 -3.782186 0.0 0.0 0.0
H -3.442062 -4.698404 -1.432181 0.1 -0.1 0.0
H -4.964612 -3.897677 -1.701454 0.0 0.0 0.0
H -2.010334 -5.038323 0.325924 -0.1 -0.1 0.0
H -0.713243 -4.732023 2.333671 0.0 0.0 0.0
H 0.521334 -3.803414 1.500682 -0.2 -0.2 0.0
H -0.214029 -6.721668 0.924383 0.0 0.0 0.0
H 1.156018 -6.218101 1.887805 0.0 0.0 0.0
H 1.258144 -6.695560 -0.841832 0.0 0.0 0.0
H 2.434993 -5.733515 0.023842 0.0 0.0 0.0
H 1.400381 -4.632450 -2.044334 0.0 0.0 -0.1
H 1.400033 -3.664019 -0.579713 0.0 -0.1 -0.1
H -0.954676 -5.284424 -1.660808 0.0 0.0 0.0
H -0.769275 -3.551409 -1.733267 -0.1 0.1 -0.1
H -1.401972 -2.508739 2.594168 -0.1 0.0 0.0
H -2.726042 -3.818921 3.926965 0.0 0.0 0.0
H -2.738271 -4.736877 2.444076 0.0 0.0 0.0
H -4.938587 -4.650890 3.572076 0.0 0.0 0.0
H -5.044800 -4.000554 1.958620 0.0 0.0 -0.1
H -4.808604 -2.359875 4.515753 0.0 0.0 0.1
H -6.249984 -2.522508 3.525331 0.0 0.0 0.0
H -5.061526 -0.395415 2.998062 0.0 0.0 0.0
H -5.057852 -1.465072 1.612382 0.0 0.0 0.0
H -2.814709 -1.024952 3.632663 0.0 0.0 0.0
H -2.799590 -0.464728 1.985738 0.0 0.1 0.0
I -3.169288 3.832795 -3.470923 0.0 0.0 -0.1
C -2.499418 2.782999 -1.840535 -0.1 0.0 0.2
C -2.958977 2.861105 -0.540110 0.1 0.0 -0.2
N -2.258125 1.964628 0.165610 0.1 0.0 0.0
N -1.359573 1.319666 -0.590400 0.0 0.1 0.2
C -1.492918 1.811019 -1.812416 -0.1 -0.1 0.0
H -3.710409 3.480887 -0.087991 -0.1 0.1 0.0
H -2.198368 1.824994 1.171184 0.0 0.0 0.1
H -0.886168 1.443208 -2.621428 0.1 0.0 0.0